A structure of composition C63H52AsF5O4PPdS. Source: the Open Molecules 2025 dataset; level of theory: the ωB97M-V functional and the def2-TZVPD basis.

Geometry as ORCA input:
```
! wB97M-V def2-TZVPD RIJCOSX def2/J DEFGRID3
* xyz -1 1
Pd -0.93 0.22 0.30
C 2.44 5.73 -1.14
C 2.34 4.93 0.14
C 3.20 5.51 1.26
O 1.00 4.88 0.59
C 0.42 3.64 0.17
C 1.63 2.70 0.11
O 2.73 3.59 -0.11
C 1.66 1.61 -0.99
O 0.82 0.55 -0.67
C 1.28 2.24 -2.34
C -0.03 2.15 -2.79
C -0.41 2.74 -3.99
C 0.52 3.41 -4.76
C 1.83 3.51 -4.32
C 2.21 2.93 -3.11
C 3.05 0.95 -1.05
C 3.38 0.21 -2.18
C 4.54 -0.54 -2.23
C 5.40 -0.57 -1.14
C 5.08 0.16 -0.01
C 3.91 0.92 0.03
C -0.75 3.23 1.11
O -1.43 2.22 0.47
C -0.22 2.90 2.52
C 0.56 3.81 3.24
C 1.07 3.48 4.49
C 0.79 2.25 5.06
C -0.03 1.36 4.38
C -0.53 1.69 3.13
C -1.75 4.41 1.23
C -1.92 5.34 0.21
C -2.89 6.32 0.30
C -3.72 6.40 1.41
C -3.56 5.48 2.44
C -2.58 4.50 2.35
H 2.19 6.78 -0.95
H 1.74 5.34 -1.88
H 3.45 5.67 -1.55
H 2.80 6.47 1.57
H 4.22 5.64 0.91
H 3.19 4.82 2.11
H -0.02 3.75 -0.82
H 1.74 2.19 1.07
H -0.76 1.65 -2.17
H -1.44 2.67 -4.32
H 0.23 3.86 -5.70
H 2.57 4.04 -4.91
H 3.23 3.01 -2.77
H 2.71 0.21 -3.03
H 4.78 -1.12 -3.12
H 6.31 -1.16 -1.17
H 5.73 0.14 0.86
H 3.69 1.48 0.93
H 0.76 4.79 2.83
H 1.68 4.20 5.02
H 1.19 1.99 6.03
H -0.29 0.41 4.83
H -1.22 1.03 2.62
H -1.30 5.30 -0.67
H -3.01 7.03 -0.51
H -4.48 7.17 1.48
H -4.20 5.51 3.31
H -2.47 3.78 3.15
F -6.88 3.37 -0.22
C -5.96 2.46 0.12
C -5.64 1.43 -0.75
F -6.25 1.36 -1.94
C -4.69 0.50 -0.38
F -4.41 -0.47 -1.27
C -4.03 0.55 0.84
S -2.83 -0.66 1.29
C -4.38 1.59 1.69
F -3.84 1.67 2.91
C -5.33 2.53 1.35
F -5.68 3.50 2.21
C -0.86 -3.32 0.16
C -2.14 -3.54 -0.63
As -2.88 -5.36 -0.52
C -2.37 -5.76 1.33
C -1.12 -6.25 1.71
C -0.82 -6.42 3.05
C -1.75 -6.11 4.03
C -3.00 -5.62 3.66
C -3.30 -5.46 2.31
C -1.44 -6.33 -1.44
C -1.38 -7.71 -1.30
C -0.42 -8.46 -1.97
C 0.50 -7.82 -2.80
C 0.44 -6.45 -2.95
C -0.52 -5.70 -2.28
P 0.01 -1.73 -0.19
C 1.49 -1.98 0.84
C 2.34 -3.08 0.72
C 3.39 -3.27 1.60
C 3.59 -2.37 2.64
C 2.74 -1.29 2.79
C 1.70 -1.09 1.89
C 0.34 -1.90 -1.97
C 1.45 -2.55 -2.51
C 1.58 -2.68 -3.88
C 0.61 -2.18 -4.73
C -0.50 -1.53 -4.20
C -0.63 -1.39 -2.83
H -0.14 -4.12 -0.04
H -1.05 -3.34 1.23
H -2.01 -3.33 -1.69
H -2.92 -2.86 -0.28
H -0.38 -6.49 0.96
H 0.16 -6.80 3.34
H -1.51 -6.24 5.08
H -3.73 -5.37 4.41
H -4.28 -5.07 2.03
H -2.10 -8.22 -0.66
H -0.39 -9.53 -1.85
H 1.25 -8.40 -3.32
H 1.15 -5.94 -3.59
H -0.54 -4.63 -2.42
H 2.17 -3.82 -0.06
H 4.05 -4.12 1.48
H 4.41 -2.52 3.34
H 2.88 -0.58 3.60
H 1.06 -0.23 2.00
H 2.24 -2.92 -1.87
H 2.46 -3.17 -4.29
H 0.72 -2.28 -5.80
H -1.26 -1.12 -4.85
H -1.48 -0.86 -2.41
*
```

LUMO (eV): 2.246
ΔE to the lowest compared entry with this formula, charge and spin (kcal/mol): 0.0
Orbital gap (eV): 7.58

***

A structure of composition C63H54GeNO6PSSiTi. Source: the Open Molecules 2025 dataset; level of theory: the ωB97M-V functional and the def2-TZVPD basis.

Geometry as ORCA input:
```
! wB97M-V def2-TZVPD RIJCOSX def2/J DEFGRID3
* xyz -1 2
Ti 0.20 -0.41 0.67
C -0.68 -3.89 -6.54
C -1.07 -4.43 -5.32
C -1.04 -3.64 -4.17
C -0.61 -2.31 -4.23
C -0.22 -1.79 -5.46
C -0.25 -2.58 -6.62
P -0.44 -1.23 -2.76
C -1.95 -1.78 -1.82
C -2.03 -1.89 -0.44
C -3.22 -2.15 0.22
C -4.39 -2.30 -0.51
C -4.34 -2.17 -1.89
C -3.14 -1.91 -2.54
C 1.03 -1.96 -1.92
C 1.78 -2.96 -2.56
C 2.95 -3.45 -2.00
C 3.40 -2.94 -0.79
C 2.68 -1.94 -0.17
C 1.50 -1.40 -0.71
H -0.71 -4.51 -7.44
H -1.38 -5.46 -5.25
H -1.33 -4.07 -3.22
H 0.14 -0.77 -5.51
H 0.05 -2.16 -7.57
H -1.15 -1.78 0.17
H -3.22 -2.27 1.30
H -5.33 -2.51 -0.01
H -5.25 -2.27 -2.48
H -3.13 -1.82 -3.62
H 1.45 -3.37 -3.50
H 3.49 -4.24 -2.50
H 4.29 -3.34 -0.33
H 3.05 -1.59 0.79
C -1.58 2.71 3.36
S -1.96 1.22 2.46
C -3.00 0.45 3.69
O -0.67 0.42 2.48
H -2.47 3.34 3.38
H -0.76 3.21 2.83
H -1.25 2.43 4.37
H -4.02 0.81 3.54
H -2.63 0.68 4.69
H -2.93 -0.63 3.50
O -1.11 -2.43 3.25
C -0.33 -2.80 2.39
O 0.39 -1.85 1.68
C -0.11 -4.17 2.03
C 0.32 -4.56 0.73
C 0.53 -5.88 0.42
C 0.33 -6.88 1.41
C -0.09 -6.50 2.71
C -0.32 -5.18 2.99
N 0.53 -8.22 1.11
O 0.35 -9.09 2.01
O 0.89 -8.54 -0.06
H 0.46 -3.82 -0.04
H 0.84 -6.19 -0.56
H -0.23 -7.28 3.45
H -0.65 -4.88 3.98
C 1.79 4.81 4.60
C 1.79 4.96 3.22
C 1.84 3.85 2.39
C 1.88 2.55 2.92
C 1.85 2.42 4.31
C 1.81 3.53 5.14
Ge 2.12 0.97 1.73
C 2.94 -0.31 3.02
C 4.30 -0.63 2.99
C 4.83 -1.57 3.87
C 4.02 -2.19 4.81
C 2.67 -1.87 4.86
C 2.13 -0.94 3.98
C 3.64 1.58 0.61
C 3.68 1.35 -0.76
C 4.75 1.80 -1.54
C 5.80 2.48 -0.94
C 5.78 2.73 0.43
C 4.70 2.29 1.19
H 1.77 5.68 5.25
H 1.77 5.96 2.78
H 1.86 3.99 1.32
H 1.88 1.43 4.75
H 1.80 3.40 6.22
H 4.94 -0.16 2.26
H 5.89 -1.82 3.81
H 4.43 -2.92 5.49
H 2.02 -2.35 5.59
H 1.07 -0.73 4.01
H 2.87 0.81 -1.23
H 4.75 1.61 -2.61
H 6.63 2.83 -1.55
H 6.60 3.26 0.89
H 4.69 2.50 2.26
O -0.78 0.86 -0.36
Si -1.63 2.08 -1.07
C -0.42 3.47 -1.42
C 0.91 3.38 -0.99
C 1.85 4.36 -1.33
C 1.46 5.45 -2.09
C 0.14 5.57 -2.52
C -0.78 4.58 -2.19
C -3.05 2.73 -0.02
C -4.10 1.88 0.36
C -5.19 2.35 1.08
C -5.24 3.68 1.48
C -4.21 4.54 1.13
C -3.13 4.07 0.38
C -2.45 1.87 -2.77
C -3.83 1.71 -2.95
C -4.40 1.62 -4.22
C -3.59 1.70 -5.35
C -2.22 1.89 -5.20
C -1.67 1.98 -3.93
H 1.22 2.52 -0.42
H 2.88 4.25 -1.02
H 2.18 6.22 -2.36
H -0.17 6.42 -3.12
H -1.81 4.67 -2.55
H -4.06 0.83 0.08
H -6.00 1.67 1.34
H -6.09 4.05 2.05
H -4.24 5.58 1.44
H -2.34 4.76 0.10
H -4.49 1.66 -2.10
H -5.47 1.48 -4.33
H -4.03 1.63 -6.34
H -1.59 1.97 -6.08
H -0.60 2.15 -3.83
*
```

LUMO (alpha / beta) (eV): 1.789 / 1.789
ΔE to the lowest compared entry with this formula, charge and spin (kcal/mol): 52.1
Expectation value of S²: 0.78
Orbital gap (alpha / beta) (eV): 4.17 / 7.62